(1)
{
  "formula": "C4H10N2O3",
  "method": "wB97M-V/def2-TZVPD",
  "symbols": ["N", "C", "C", "N", "O", "H", "H", "H", "H", "H", "H", "C", "C", "O", "O", "H", "H", "H", "H"],
  "coordinates": [[0.851, -1.823, 1.574], [-0.077, -0.930, 1.226], [0.252, 0.372, 0.759], [-0.577, 1.425, 1.174], [1.613, 0.641, 0.828], [1.791, -1.432, 1.626], [0.571, -2.631, 2.114], [-1.112, -1.236, 1.315], [-0.251, 2.321, 0.828], [-0.716, 1.460, 2.178], [1.804, 0.898, -0.120], [-1.235, 0.727, -1.860], [0.029, 0.114, -1.310], [1.160, 0.510, -1.684], [-0.165, -1.341, -1.282], [-2.033, 0.729, -1.116], [-1.582, 0.139, -2.711], [-1.065, 1.752, -2.193], [0.741, -1.694, -1.347]],
  "forces_ev_per_a": [[-0.0739, 0.5508, -0.1545], [0.0408, 1.5181, -0.1059], [0.1884, -1.3971, 1.3033], [-1.1434, 0.4359, 0.0910], [0.1308, 0.0801, -0.7773], [-0.1952, -0.3948, 0.0942], [0.3205, 0.1312, -0.3911], [0.0076, 0.1158, -0.0070], [-0.1463, -0.2305, 0.0428], [0.2260, 0.2428, -0.2056], [0.3673, -0.4077, 0.4405], [-0.5116, 0.4571, 0.7868], [1.2192, -1.9142, -1.5143], [-1.0081, -0.0626, 0.6787], [0.5428, 0.9149, -0.4800], [0.0082, 0.0098, -0.0334], [0.2719, -0.0959, 0.0875], [0.1323, -0.1238, 0.1666], [-0.3773, 0.1702, -0.0222]],
  "lowdin_charge": [0.149, -0.068, -0.513, 0.089, -0.023, 0.120, 0.119, 0.143, 0.097, 0.083, 0.088, -0.006, -0.549, -0.027, -0.052, 0.075, 0.088, 0.087, 0.100],
  "charge": 0,
  "gap_ha": 0.2931,
  "relative_energy_kj_mol": 251.53,
  "lumo_energy_ev": 0.24
}



(2)
{
  "formula": "C42H72GeOP3SeSiTc",
  "method": "wB97M-V/def2-TZVPD",
  "symbols": ["Tc", "C", "C", "C", "P", "C", "C", "C", "C", "C", "C", "C", "C", "C", "Si", "C", "C", "C", "C", "C", "C", "P", "C", "C", "C", "C", "C", "C", "C", "C", "C", "C", "C", "C", "P", "C", "C", "C", "C", "C", "C", "H", "H", "H", "H", "H", "H", "H", "H", "H", "H", "H", "H", "H", "H", "H", "H", "H", "H", "H", "H", "H", "H", "H", "H", "H", "H", "H", "H", "H", "H", "H", "H", "H", "H", "H", "H", "H", "H", "H", "H", "H", "H", "H", "H", "H", "H", "H", "H", "H", "H", "H", "H", "H", "H", "O", "H", "H", "C", "H", "H", "C", "Ge", "C", "C", "C", "Se", "C", "H", "H", "H", "H", "H", "H", "H", "H", "H", "H", "H", "H", "H", "H"],
  "coordinates": [[-0.532, 0.416, -0.154], [1.405, -4.519, 2.539], [1.642, -3.309, 1.642], [2.822, -2.501, 2.162], [0.103, -2.233, 1.285], [-0.969, -2.569, 2.797], [-0.396, -1.716, 3.929], [-2.426, -2.177, 2.586], [-0.400, -3.373, -0.067], [-1.002, -4.609, 0.131], [-1.127, -5.502, -0.921], [-0.679, -5.146, -2.183], [-0.166, -3.876, -2.395], [-0.002, -2.974, -1.352], [0.578, -1.143, -1.612], [2.506, -1.307, -1.634], [3.006, -2.473, -2.205], [4.359, -2.743, -2.309], [5.266, -1.847, -1.775], [4.803, -0.700, -1.161], [3.438, -0.403, -1.107], [2.989, 1.145, -0.260], [4.097, 2.605, -0.684], [3.645, 3.235, -1.999], [5.608, 2.400, -0.721], [3.129, 0.869, 1.572], [2.607, 2.064, 2.358], [4.514, 0.472, 2.067], [0.020, -0.826, -3.433], [0.727, -1.227, -4.559], [0.214, -1.064, -5.835], [-1.033, -0.490, -6.009], [-1.736, -0.049, -4.905], [-1.222, -0.211, -3.623], [-2.146, 0.449, -2.180], [-3.900, -0.273, -2.418], [-3.843, -1.628, -3.128], [-4.974, 0.589, -3.078], [-2.397, 2.216, -2.759], [-2.986, 3.007, -1.597], [-1.080, 2.841, -3.190], [2.303, -5.134, 2.524], [0.581, -5.134, 2.186], [1.221, -4.221, 3.568], [1.910, -3.676, 0.643], [2.550, -1.908, 3.032], [3.189, -1.852, 1.374], [3.627, -3.176, 2.448], [-0.920, -3.627, 3.065], [-0.386, -0.667, 3.625], [0.617, -2.010, 4.196], [-1.021, -1.817, 4.816], [-2.490, -1.172, 2.168], [-2.952, -2.181, 3.541], [-2.926, -2.880, 1.925], [-1.393, -4.876, 1.102], [-1.572, -6.472, -0.755], [-0.756, -5.846, -3.002], [0.113, -3.579, -3.397], [2.306, -3.203, -2.577], [4.700, -3.643, -2.802], [6.328, -2.044, -1.821], [5.518, -0.038, -0.705], [3.861, 3.299, 0.136], [3.753, 2.531, -2.822], [4.263, 4.105, -2.214], [2.611, 3.565, -1.960], [5.895, 1.865, -1.623], [5.988, 1.875, 0.150], [6.090, 3.377, -0.744], [2.423, 0.039, 1.710], [3.178, 2.967, 2.156], [2.680, 1.855, 3.423], [1.558, 2.227, 2.125], [5.189, 1.323, 2.045], [4.941, -0.339, 1.484], [4.448, 0.138, 3.100], [1.704, -1.673, -4.439], [0.781, -1.386, -6.694], [-1.454, -0.386, -6.999], [-2.699, 0.416, -5.047], [-4.225, -0.438, -1.386], [-3.820, -1.490, -4.206], [-4.730, -2.216, -2.893], [-2.960, -2.200, -2.849], [-4.735, 0.836, -4.109], [-5.151, 1.508, -2.526], [-5.906, 0.022, -3.087], [-3.086, 2.242, -3.606], [-2.211, 3.130, -0.844], [-3.817, 2.484, -1.127], [-3.318, 3.993, -1.920], [-0.361, 2.793, -2.375], [-1.236, 3.884, -3.461], [-0.663, 2.321, -4.050], [-2.550, -1.595, -0.247], [-3.341, -2.008, 0.115], [-2.040, -2.287, -0.684], [1.319, 1.622, -0.606], [1.325, 1.732, -1.699], [1.197, 2.620, -0.170], [-2.842, 1.200, 5.353], [-2.877, 2.913, 4.355], [-1.182, 3.848, 4.798], [-4.402, 4.111, 4.760], [-2.944, 2.344, 2.411], [-1.141, 1.948, 1.740], [-0.687, 3.838, 1.428], [-3.045, 1.352, 6.408], [-1.853, 0.758, 5.260], [-3.572, 0.498, 4.961], [-1.059, 3.838, 5.878], [-1.182, 4.885, 4.476], [-0.327, 3.341, 4.358], [-4.387, 4.350, 5.819], [-5.359, 3.656, 4.524], [-4.315, 5.040, 4.204], [-3.396, 3.077, 1.743], [-3.513, 1.417, 2.344], [-1.226, 4.433, 2.161], [-0.977, 4.145, 0.426], [0.379, 3.997, 1.565]],
  "forces_ev_per_a": [[-0.3743, -2.0337, -0.6288], [-0.0929, 0.1223, -0.2577], [0.1238, 0.3738, 0.0540], [-0.0857, -0.1221, -0.1733], [0.0047, -0.5095, 0.2091], [0.1337, 0.2151, -0.3116], [0.0778, -0.1158, -0.0861], [0.0750, -0.0333, 0.0443], [-0.1079, 0.1807, 0.0675], [-0.0826, -0.0317, 0.0768], [-0.0193, -0.0321, 0.0244], [-0.0524, -0.0042, -0.0664], [-0.0132, -0.2194, -0.1542], [0.1015, 0.5830, 0.1086], [-0.4270, 0.3851, -0.3812], [-0.6830, 0.2366, 0.0938], [0.1007, -0.1646, -0.1098], [0.0130, 0.0771, -0.0189], [0.1262, -0.0725, 0.0272], [0.0071, 0.0968, 0.0766], [0.2735, 0.3190, 0.1337], [-0.0516, 0.1722, 0.6428], [-0.3766, -0.3302, 0.0080], [-0.1596, 0.0387, 0.1034], [-0.0666, -0.0448, 0.1463], [-0.0254, -0.0542, -0.4145], [-0.2293, -0.0743, -0.2264], [-0.1193, -0.1194, -0.1743], [0.0955, 0.0191, 0.5936], [0.1442, 0.0069, -0.2153], [0.1283, -0.0815, 0.0051], [-0.0941, 0.0564, -0.0574], [-0.0449, -0.0993, -0.0344], [-0.0407, -0.0917, 0.1351], [0.8510, 1.0362, -0.6462], [0.1340, -0.1710, 0.7037], [0.1316, -0.0123, 0.1830], [0.2771, 0.1325, 0.1262], [0.1054, -0.1337, 0.2922], [-0.0176, -0.0631, -0.0408], [-0.0785, -0.1357, -0.1372], [0.0638, -0.0760, 0.0448], [-0.0723, -0.1003, 0.0625], [-0.0468, -0.0173, 0.1348], [-0.0608, 0.0887, 0.1286], [0.0636, 0.1186, 0.1191], [0.1265, 0.1320, 0.0009], [0.1348, -0.0062, 0.0459], [0.0637, 0.0651, -0.0517], [0.0222, 0.0681, 0.0847], [0.0980, 0.0210, 0.0392], [0.0002, 0.0358, 0.0799], [-0.0806, 0.0083, 0.0037], [-0.0192, -0.0544, 0.1013], [-0.1110, -0.0071, -0.0282], [0.0401, -0.0889, 0.1481], [-0.0603, -0.0816, 0.0124], [-0.0481, -0.0271, -0.0621], [0.0010, -0.0087, -0.1419], [-0.0725, -0.1350, -0.1064], [0.0130, -0.0880, 0.0184], [0.0514, 0.0024, 0.0053], [0.0980, 0.0556, -0.0273], [-0.0306, -0.1311, -0.0924], [0.0202, -0.0723, -0.1435], [0.0926, 0.0469, -0.0318], [-0.0623, 0.0254, -0.0547], [0.0973, -0.0394, -0.0344], [0.0995, -0.0623, 0.0143], [0.0095, 0.0598, -0.0510], [0.1138, 0.0909, 0.0200], [0.0352, 0.1211, 0.0281], [0.0090, -0.0249, 0.1283], [-0.0139, 0.1707, 0.0896], [0.1022, 0.0779, 0.0051], [0.1198, -0.0696, 0.0083], [-0.0313, -0.0387, 0.0976], [0.1478, -0.0778, -0.0319], [0.0935, -0.0696, -0.1145], [-0.0032, 0.0681, -0.0808], [-0.1461, 0.1133, -0.0470], [0.0437, -0.0040, -0.1741], [0.0550, -0.0426, -0.0771], [-0.0681, -0.0106, 0.0556], [0.0060, -0.1443, -0.0391], [0.0056, 0.0420, -0.1265], [-0.0756, 0.1256, -0.0616], [-0.0051, -0.0140, 0.0055], [-0.0005, -0.1808, 0.0361], [-0.0143, 0.0244, 0.1377], [-0.1247, 0.0822, 0.0802], [-0.0640, 0.0572, -0.0084], [0.1208, 0.0744, 0.0890], [0.0254, 0.1435, -0.0024], [0.1221, 0.0465, -0.0505], [-0.0705, 0.4829, 0.0357], [0.0629, -0.0451, 0.0263], [-0.0548, -0.1673, 0.0065], [-0.5383, -0.3464, -0.2598], [-0.0317, 0.1237, 0.0753], [0.1046, 0.0604, -0.1155], [-0.0905, 0.4767, -0.2498], [0.1422, -0.0919, -0.1153], [-0.4201, -0.1786, -0.1808], [0.4107, -0.4194, -0.0954], [0.1554, 0.1015, 0.4574], [-0.0746, 0.7799, 0.4622], [-0.0671, -0.1132, -0.1227], [-0.0330, 0.0602, 0.1484], [0.1084, -0.0262, -0.0525], [-0.1243, -0.0824, -0.0555], [-0.0305, -0.0241, 0.1420], [-0.0286, 0.1159, -0.0519], [0.0455, -0.0752, -0.0483], [-0.0168, 0.0336, 0.1663], [-0.1019, -0.1044, -0.0352], [0.0679, 0.0580, -0.0937], [0.0170, -0.0329, -0.0153], [-0.0137, -0.0062, -0.0229], [-0.0037, -0.0463, 0.0368], [0.0102, -0.0517, 0.0293], [0.0298, -0.0763, 0.0221]],
  "mulliken_spin": [0.994, 0.001, 0.020, 0.015, 0.088, -0.007, 0.012, 0.010, -0.063, -0.004, 0.000, -0.001, 0.001, -0.004, -0.127, -0.011, -0.006, 0.001, -0.001, 0.004, 0.004, -0.041, 0.004, 0.000, 0.000, -0.002, -0.011, 0.000, 0.022, 0.006, -0.001, 0.000, -0.005, -0.044, 0.073, -0.005, -0.002, 0.000, -0.013, -0.002, -0.041, 0.000, 0.000, 0.000, 0.003, 0.002, -0.008, 0.000, 0.002, -0.001, 0.000, 0.000, -0.004, 0.001, -0.001, 0.000, 0.000, 0.000, 0.000, 0.000, 0.000, 0.000, 0.000, 0.001, 0.000, 0.000, 0.001, 0.000, 0.000, 0.000, 0.032, 0.000, 0.001, 0.008, 0.000, 0.000, 0.000, 0.000, 0.000, 0.000, 0.000, -0.001, 0.000, 0.000, 0.000, 0.000, 0.000, 0.000, 0.001, 0.000, 0.000, -0.001, 0.040, 0.002, -0.001, -0.017, 0.000, -0.002, 0.056, -0.022, -0.007, 0.001, 0.000, 0.000, 0.000, 0.004, 0.041, -0.003, 0.000, 0.000, 0.000, 0.000, 0.000, 0.000, 0.000, 0.000, 0.000, 0.001, 0.000, 0.000, 0.001, 0.004],
  "charge": 1,
  "gap_ha": [0.2692, 0.2753],
  "lumo_energy_ev": [-2.21, -2.00],
  "spin_multiplicity": 2
}



(3)
{
  "formula": "C5H4INO3",
  "method": "wB97M-V/def2-TZVPD",
  "symbols": ["C", "C", "C", "C", "C", "N", "O", "O", "O", "I", "H", "H", "H", "H"],
  "coordinates": [[0.977, 0.480, -0.282], [-0.273, 0.635, 0.402], [0.906, -0.777, -0.846], [-1.059, -0.417, 0.051], [-2.375, -0.710, 0.654], [-2.712, -2.094, 0.151], [-2.145, -2.982, 0.683], [-3.635, -2.222, -0.612], [-0.356, -1.271, -0.677], [-3.697, 0.719, -0.157], [1.886, 0.995, -0.128], [-0.642, 1.545, 1.077], [1.551, -1.144, -1.627], [-2.449, -0.577, 1.917]],
  "forces_ev_per_a": [[-0.8503, -2.1264, 0.9639], [-0.6595, 2.8784, 1.0563], [-0.5130, 2.1485, -0.3572], [1.5379, 1.6029, 2.1274], [-0.0434, 0.5114, 1.7699], [-2.5694, 0.7342, 0.9039], [1.7500, -1.5998, 0.9525], [-0.0475, 0.0694, -0.8898], [0.3549, -1.4339, -1.0864], [-0.6681, 0.4365, 0.0731], [0.5160, 0.7954, -0.2004], [1.0237, -2.2559, -1.6966], [-0.2180, -0.7739, 0.2491], [0.3867, -0.9865, -3.8659]],
  "lowdin_charge": [-0.042, -0.066, -0.074, -0.464, -0.592, -0.470, 0.118, 0.011, 0.041, 0.971, 0.092, 0.158, 0.124, 0.192],
  "charge": 0,
  "gap_ha": 0.3250,
  "relative_energy_kj_mol": 341.00,
  "lumo_energy_ev": -0.15
}



(4)
{
  "formula": "C18H23N3O5S",
  "method": "wB97M-V/def2-TZVPD",
  "symbols": ["C", "C", "O", "C", "O", "C", "S", "C", "N", "C", "C", "N", "C", "C", "O", "N", "C", "C", "C", "C", "C", "O", "C", "O", "C", "C", "C", "H", "H", "H", "H", "H", "H", "H", "H", "H", "H", "H", "H", "H", "H", "H", "H", "H", "H", "H", "H", "H", "H", "H"],
  "coordinates": [[-2.686, 6.508, -2.570], [-1.272, 5.848, -2.542], [-1.335, 4.658, -1.691], [-0.300, 4.441, -0.723], [0.354, 5.284, -0.274], [-0.320, 3.097, -0.012], [-1.893, 2.307, 0.268], [-1.204, 0.877, 1.004], [-1.794, -0.285, 1.438], [-1.074, -1.239, 2.140], [-1.959, -2.386, 2.296], [0.285, -1.007, 2.468], [1.075, -2.024, 3.254], [1.391, -3.304, 2.376], [2.152, -4.183, 2.829], [0.914, -3.396, 1.093], [1.332, -4.410, 0.183], [0.604, -4.143, -1.195], [1.269, -3.024, -1.941], [0.490, -1.813, -1.667], [-0.817, -2.358, -1.682], [-0.715, -3.553, -0.904], [0.946, -0.020, 1.727], [2.033, -0.351, 1.368], [0.148, 1.099, 1.113], [0.700, 2.341, 0.590], [2.167, 2.796, 0.541], [-2.985, 6.802, -1.628], [-3.428, 5.827, -3.089], [-2.650, 7.344, -3.244], [-0.935, 5.482, -3.431], [-0.534, 6.578, -2.325], [-2.274, -2.525, 3.251], [-2.899, -2.335, 1.672], [-1.444, -3.343, 2.050], [0.589, -2.386, 4.101], [2.095, -1.646, 3.543], [0.479, -2.573, 0.740], [2.378, -4.619, 0.032], [0.891, -5.416, 0.571], [0.595, -5.058, -1.844], [1.245, -3.278, -3.067], [2.247, -2.856, -1.625], [0.658, -1.329, -0.698], [0.671, -1.087, -2.432], [-1.214, -2.468, -2.726], [-1.535, -1.688, -1.155], [2.343, 3.351, 1.522], [2.332, 3.531, -0.212], [2.884, 1.932, 0.510]],
  "forces_ev_per_a": [[1.0223, -2.3299, -3.1181], [-2.2707, 0.2131, 2.0605], [2.0644, -0.5242, 1.3751], [-3.9310, -2.2842, -0.5056], [2.7321, 3.1058, 0.4135], [-0.6776, -1.8277, 0.4341], [-0.1317, -0.4248, -0.5978], [1.2275, 0.6257, 0.5931], [1.2478, -1.0888, 0.9716], [-1.1760, 5.2487, -2.6940], [0.4126, -2.6255, -2.1422], [-3.1611, -1.4945, 1.4838], [1.5136, -0.1421, -3.4375], [2.0394, -1.4278, -0.1198], [-1.6489, 1.6716, -0.3291], [1.1389, 1.0510, 2.1569], [-3.2224, -2.9211, -0.6590], [0.0973, 0.3136, 1.0396], [0.7386, -1.1971, -2.4442], [1.3819, 1.9624, -0.0070], [-4.3045, 0.2996, 0.2090], [0.3208, -1.2428, -0.8990], [-1.3049, 0.0167, -1.8819], [2.8823, 0.7323, -0.1157], [1.8010, -0.3148, 1.2904], [-0.6557, 0.7287, -1.6200], [-0.3659, -0.9132, 2.5266], [-0.7216, 0.5152, 1.9631], [0.7212, 0.4902, 1.0501], [0.1790, 0.7083, -0.1113], [0.2356, -1.0305, -2.8754], [0.7546, 0.5354, 1.3628], [-0.8843, -0.2332, 3.2120], [1.4888, 0.4073, 0.5242], [-0.2346, 0.5714, -0.0309], [-1.1975, -0.1426, 1.4135], [-1.2653, -0.0320, -0.4461], [-0.2666, 0.0839, -0.4024], [0.5820, 0.5746, 0.1974], [0.8293, 1.4915, -0.4868], [-0.4808, 0.5948, 0.9248], [0.1925, 0.6393, 1.6002], [2.0468, -0.1883, 0.1993], [0.5138, -0.1362, -0.1785], [-0.0123, 0.7063, -0.3699], [0.2684, -0.5606, 0.7289], [0.1446, -0.6197, -0.2782], [0.0001, -0.7266, -1.0839], [0.1023, 0.2736, -0.7493], [-0.7661, 0.8675, -0.1470]],
  "lowdin_charge": [-0.041, -0.187, -0.059, -0.460, 0.167, -0.337, 1.093, -0.530, 0.089, -0.237, -0.022, 0.052, 0.020, -0.402, 0.027, 0.068, -0.111, -0.250, -0.159, -0.211, -0.238, -0.103, -0.375, 0.107, -0.141, -0.204, -0.017, 0.045, 0.098, 0.064, 0.083, 0.103, 0.047, 0.123, 0.097, 0.104, 0.154, 0.086, 0.120, 0.155, 0.155, 0.158, 0.103, 0.110, 0.130, 0.142, 0.131, 0.112, 0.055, 0.086],
  "charge": 0,
  "gap_ha": 0.3056,
  "relative_energy_kj_mol": 396.94,
  "lumo_energy_ev": -0.10
}



| no. | energy (eV) |
| --- | --- |
| 1 | -13431.2494 |
| 2 | -206570.0163 |
| 3 | -20977.8305 |
| 4 | -44579.8815 |